Run one
Computed, not measured: a gas-phase ion, C7H10N3P2 (charge +1), with ωB97M-V with the def2-TZVPD basis set.

Geometry as XYZ:
```
22
Properties=species:S:1:pos:R:3:mulliken_charge:R:1
H -5.074 -1.913 -0.094 0.2706
N -4.192 -1.612 -0.413 -0.4808
P -3.676 -0.296 0.241 0.1419
N -2.012 -0.501 -0.186 -0.3574
C -0.864 0.624 -0.121 0.4476
N -1.313 1.839 0.164 -0.3089
P -0.589 3.335 0.761 -0.0150
C 0.415 0.027 -0.062 0.4289
C 0.650 -1.140 0.653 -0.4358
C 1.917 -1.640 0.785 -0.5714
C 3.062 -1.209 0.074 -0.5663
C 2.758 -0.130 -0.795 -0.3918
C 1.556 0.539 -0.739 -0.2424
H -1.677 -1.343 -0.606 0.4226
H -2.349 2.021 -0.086 0.3466
H 0.448 2.827 1.543 0.1158
H 0.279 3.262 -0.294 0.0854
H -0.110 -1.640 1.130 0.5812
H 1.939 -2.630 1.130 0.3414
H 3.882 -1.831 0.086 0.4609
H 3.459 0.227 -1.560 0.3743
H 1.491 1.182 -1.610 0.3524
```

structure (SMILES): [H]/N=P/[NH+]=C(\NP)c1ccccc1
net charge: +1
HOMO-LUMO gap: 8.192 eV
highest occupied orbital energy: -0.4881 Ha


Run two
Computed, not measured: a gas-phase ion, C7H10N3P2 (charge +1), with ωB97M-V with the def2-TZVPD basis set.

Geometry as XYZ:
```
22
Properties=species:S:1:pos:R:3:mulliken_charge:R:1
H -0.790 -4.441 -2.174 0.2774
N -0.765 -3.965 -1.261 -0.5421
P -0.450 -2.462 -1.486 0.3012
N 0.035 -2.172 0.127 -0.2808
C 0.249 -0.679 0.532 0.6890
N 0.883 -0.484 1.634 -0.3874
P 1.955 -1.453 2.830 0.0158
C -0.337 0.481 -0.147 0.2780
C -1.627 0.325 -0.653 -0.5654
C -2.109 1.209 -1.582 -0.6186
C -1.260 2.274 -2.044 -0.4630
C -0.005 2.417 -1.437 -0.3699
C 0.510 1.505 -0.488 -0.3657
H 0.255 -2.894 0.773 0.3218
H 0.651 0.460 2.032 0.4036
H 1.966 -2.580 1.923 0.0920
H 3.003 -0.767 2.178 0.1337
H -2.167 -0.556 -0.432 0.6793
H -3.050 1.148 -2.094 0.4084
H -1.649 3.123 -2.724 0.3201
H 0.680 3.290 -1.718 0.2926
H 1.509 1.675 -0.040 0.3800
```

structure (SMILES): [H]/N=P/N/C(=[NH+]\P)c1ccccc1
net charge: +1
HOMO-LUMO gap: 8.869 eV
highest occupied orbital energy: -0.4791 Ha


Each structure's energy above the most stable one, in eV: run one 0.639; run two 0.000.